[1]
DFT (wB97M-V/def2-TZVPD) results for 13 unconnected molecules or ions with the total composition C26H78O17 at a distorted geometry.

```
121
Properties=species:S:1:pos:R:3:forces:R:3
C 8.647034 5.455347 -1.617648 0.639 -0.820 -0.898
C 8.336642 4.165412 -2.512186 0.026 3.062 1.051
O 7.012025 3.805316 -2.290377 -0.739 -1.048 0.437
H 8.858311 5.179315 -0.584562 0.141 -0.327 0.003
H 7.890020 6.235155 -1.534379 -0.301 -0.224 -0.638
H 9.552283 5.893999 -2.037405 0.100 0.244 0.229
H 9.124296 3.469924 -2.222361 -0.291 -0.624 -0.275
H 8.342453 4.415512 -3.573075 0.663 -0.057 0.019
H 6.813575 4.037234 -1.380184 -0.253 -0.206 0.071
C 3.570003 -6.019058 8.201891 0.124 0.154 1.839
C 4.763540 -5.845763 7.332962 -0.684 0.283 -1.529
O 4.950593 -4.453953 6.996632 0.321 -1.005 -0.133
H 2.634426 -5.566111 7.873817 0.147 -0.395 -0.704
H 3.745817 -5.484608 9.135457 0.127 -0.078 0.415
H 3.484517 -7.072373 8.469004 -0.439 -0.026 -0.068
H 4.518360 -6.403596 6.429184 0.148 0.550 -0.632
H 5.655926 -6.383229 7.653696 0.223 0.512 0.681
H 5.171291 -3.983487 7.803829 0.029 0.009 0.126
C 4.016872 6.596975 4.573385 -0.073 1.216 0.754
C 4.728180 5.377836 4.101535 1.123 1.397 -0.517
O 4.084663 5.123374 2.877872 -0.385 -1.835 -0.500
H 4.034270 7.356484 3.791758 0.115 -0.207 -0.332
H 4.500447 7.112489 5.403145 -0.234 -0.305 0.476
H 2.955505 6.403291 4.728589 0.081 -0.075 0.455
H 4.860464 4.557739 4.807260 -0.746 -0.232 -0.058
H 5.749077 5.645069 3.828649 0.324 0.123 0.204
H 3.740504 4.230105 2.950109 -0.202 -0.092 -0.493
C -1.394062 7.987227 -4.311297 0.016 -0.630 0.143
C -2.277736 6.733386 -4.274050 0.216 0.072 -0.041
O -3.123637 6.793069 -3.173808 -1.091 -0.139 1.698
H -0.531405 7.856316 -4.964574 -0.181 0.261 -0.274
H -0.998689 8.142072 -3.307403 0.047 -0.194 0.091
H -1.968092 8.890260 -4.518969 0.023 -0.065 -0.444
H -1.721664 5.817186 -4.075366 0.485 0.174 -0.259
H -2.899782 6.512848 -5.141528 0.353 0.413 -0.584
H -3.822442 7.446211 -3.255544 0.124 0.109 -0.315
C -9.690458 1.067458 -1.021838 0.960 0.405 1.044
C -8.206239 1.312592 -0.662988 -1.162 0.376 -0.077
O -7.527409 0.185395 -1.094468 0.630 -1.376 -0.467
H -10.075695 0.173980 -0.530525 0.308 -0.325 -0.327
H -9.744685 1.010243 -2.108987 -0.516 0.085 0.184
H -10.263372 1.857378 -0.536152 -0.218 0.367 -0.669
H -8.081141 1.495305 0.404283 -0.018 -0.094 0.239
H -7.863346 2.207038 -1.183064 0.055 0.201 -0.102
H -6.570330 0.240658 -1.044026 -0.029 0.358 0.169
C 9.363969 -3.780069 0.637716 -0.548 -1.488 -1.329
C 10.088602 -5.061561 1.116189 -1.802 1.086 1.884
O 11.196675 -5.385915 0.440215 3.193 0.024 -2.178
H 8.860584 -4.028082 -0.296730 -0.578 -0.211 0.009
H 9.911467 -2.914113 0.265638 0.734 -0.068 1.024
H 8.613479 -3.554391 1.395312 0.087 0.374 -0.171
H 9.499828 -5.978409 1.087284 -1.257 0.467 0.250
H 10.304548 -4.837694 2.160860 0.210 -0.275 0.498
H 11.510774 -6.257653 0.691247 -0.041 0.093 0.014
C -5.368026 7.879569 2.835032 -0.113 0.087 1.412
C -3.947373 7.376418 2.820760 -0.106 0.441 -0.479
O -3.967617 6.041135 2.345549 0.766 0.289 -0.417
H -5.331296 8.802121 3.414374 -0.588 0.436 -0.434
H -6.046924 7.204743 3.356382 0.207 -0.149 0.256
H -5.799404 7.957596 1.837069 0.324 0.463 -0.053
H -3.313058 7.486522 3.700320 -0.745 -0.423 0.622
H -3.420889 8.048741 2.143350 0.307 -0.137 -0.522
H -3.977615 6.242115 1.406875 -0.043 -1.025 -0.390
C -5.343568 -2.072103 -6.944010 0.828 0.308 -1.065
C -6.534979 -3.031922 -6.968213 -0.240 1.307 -0.122
O -7.760491 -2.217075 -6.849365 1.173 -1.310 0.239
H -5.651412 -1.077756 -7.267448 -0.391 0.185 0.627
H -4.592393 -2.222044 -7.719479 0.047 -0.836 -0.175
H -4.743759 -2.043603 -6.034334 -0.497 0.103 0.271
H -6.412399 -3.729357 -6.139563 -0.444 -0.195 -0.039
H -6.622017 -3.575996 -7.908702 -0.010 0.076 0.133
H -7.612294 -1.802143 -5.996447 -0.467 0.364 0.140
C -4.172072 -6.357436 3.684528 -0.779 -0.461 -0.869
C -5.676074 -5.994867 3.532649 1.233 0.825 -0.504
O -6.614742 -6.891730 4.012785 -0.223 -1.227 1.411
H -3.966881 -7.197457 3.020933 0.097 -0.457 0.262
H -3.864247 -6.589182 4.704157 -0.132 0.078 -0.043
H -3.541762 -5.580863 3.251229 -0.138 0.354 0.308
H -5.973299 -5.974211 2.484154 0.815 1.182 -0.426
H -5.790818 -5.045892 4.056461 -0.539 0.070 -0.289
H -6.386610 -7.719081 3.582625 -0.334 -0.362 0.149
C -3.096428 0.715039 6.801845 0.840 0.260 1.159
C -3.422039 -0.156761 8.019733 0.614 0.893 -0.612
O -2.736999 0.288803 9.228299 -0.675 -1.179 -1.008
O -3.296323 2.082425 7.195643 -0.286 -0.393 -0.754
H -3.650036 0.468875 5.895742 -0.399 -0.215 0.236
H -2.041402 0.590398 6.557959 0.244 -0.079 -0.045
H -3.078466 -1.150542 7.732587 0.065 -0.194 0.569
H -4.509436 -0.181057 8.091044 -0.049 0.076 0.699
H -2.516992 1.222973 9.204995 -0.340 0.181 -0.473
H -3.466732 2.510470 6.353428 -0.016 0.657 0.218
C 0.079351 -8.442787 -4.936141 0.076 0.289 -0.423
C -0.100699 -7.346965 -3.886420 0.811 -1.555 -0.679
O -1.415487 -6.854915 -3.982911 0.440 0.571 0.463
O -0.711273 -9.595184 -4.663504 0.160 0.168 0.461
H 1.133739 -8.678760 -5.079937 0.229 -0.262 0.338
H -0.253370 -8.032051 -5.889391 -0.055 0.300 -0.117
H 0.724731 -6.660178 -4.073748 -0.715 0.907 -0.380
H 0.184929 -7.714649 -2.900852 -0.524 -0.317 0.349
H -1.958247 -7.604805 -3.728602 -0.323 -0.029 -0.035
H -0.628419 -10.183331 -5.417700 -0.100 -0.071 0.021
C 1.449825 -1.177952 0.751655 -1.603 1.458 -0.425
C 0.599970 -0.237078 -0.224614 0.206 -1.119 1.011
O -0.766619 -0.032105 0.255109 1.266 -0.459 -0.970
O 2.127495 -0.363094 1.723206 0.069 -0.583 -0.749
H 2.007637 -1.892721 0.146635 1.061 0.519 0.002
H 0.764001 -1.843588 1.275756 -0.504 0.204 0.003
H 0.656740 -0.740333 -1.189814 -1.168 -0.435 0.032
H 1.064105 0.700378 -0.530985 0.320 0.297 0.947
H -0.738478 0.572872 0.999969 0.232 0.087 0.032
H 2.379211 -0.941755 2.446676 0.120 0.039 0.127
C 1.909822 1.287471 -8.923966 0.515 1.230 1.185
C 2.740081 1.679212 -7.698816 1.274 0.957 1.399
O 2.576208 3.070139 -7.222395 -0.877 -0.924 -1.381
O 2.001603 -0.135852 -9.039630 -0.537 1.151 -0.318
H 2.249523 1.833246 -9.804205 0.538 -0.299 -0.233
H 0.910947 1.703119 -8.791335 -0.487 -0.590 0.305
H 3.807402 1.542478 -7.872740 0.097 -0.056 -0.581
H 2.577583 1.023593 -6.843325 -0.712 -0.270 -0.181
H 3.161925 3.273282 -6.489401 0.162 -0.473 -0.068
H 1.381796 -0.293685 -9.755547 0.030 -0.723 -0.118
```
Positions in Å, forces in eV/Å.

F_max	0.07517	hartree/bohr
spin multiplicity	1
DFT total energy	-2316.12354	Eh
LUMO energy	0.152	eV
energy above the lowest of the compared OMol25 structures with the same formula, charge and spin	128.2	kcal/mol
HOMO-LUMO gap	10.1	eV

[2]
DFT (wB97M-V/def2-TZVPD) results for a molecular structure, C26H78O18 at a distorted geometry.

```
122
Properties=species:S:1:pos:R:3:forces:R:3
C -8.041992 -17.957742 -15.343575 -0.570 -0.044 -0.443
C -7.059541 -17.258357 -16.280418 0.207 -0.563 1.205
O -5.824685 -16.947248 -15.618060 -0.200 0.212 -0.185
H -8.028034 -17.612997 -14.310668 0.378 0.171 -0.022
H -7.927470 -19.042480 -15.367986 0.057 0.100 0.208
H -9.057286 -17.747150 -15.699729 0.020 -0.248 -0.028
H -7.523690 -16.328895 -16.598390 0.408 0.180 -0.339
H -6.829259 -17.933347 -17.103577 -0.318 0.318 -0.442
H -5.364286 -17.782084 -15.490470 0.066 0.067 0.074
C -17.817961 -14.012265 -14.842698 -0.471 0.464 0.699
C -16.942106 -15.041975 -15.517961 0.480 0.120 -0.122
O -15.601541 -14.971967 -15.015477 -0.622 -0.095 -0.503
H -17.682227 -13.986659 -13.754147 0.208 -0.239 -0.036
H -18.896000 -14.137809 -14.963537 0.067 -0.250 -0.386
H -17.573885 -13.002315 -15.176074 0.097 -0.090 -0.120
H -16.897053 -14.808413 -16.583187 0.135 -0.141 -0.012
H -17.285847 -16.077865 -15.434714 -0.306 0.236 -0.090
H -15.662770 -15.007143 -14.053877 0.401 0.269 0.213
C -14.517962 -18.962156 -17.047263 0.942 0.174 -0.462
C -15.721610 -18.092905 -17.317073 -0.226 -0.595 -0.612
O -15.783645 -17.816367 -18.724126 0.147 0.400 0.131
H -14.498728 -19.874237 -17.651525 -0.737 -0.388 0.601
H -14.352385 -19.093269 -15.976494 -0.028 -0.444 -0.103
H -13.590789 -18.543622 -17.463174 -0.200 0.759 0.306
H -15.684949 -17.166557 -16.741922 0.118 0.123 -0.187
H -16.640264 -18.616078 -17.033730 0.084 0.042 0.222
H -16.559025 -18.234323 -19.100379 -0.070 -0.013 0.047
C -13.403738 -22.411197 -14.520884 0.013 -0.449 0.180
C -12.453460 -23.176138 -15.410581 0.012 0.273 -0.285
O -12.665742 -24.576613 -15.283052 -0.219 0.062 0.210
H -13.202933 -22.620887 -13.469498 -0.094 -0.017 0.029
H -14.416213 -22.734950 -14.769976 -0.079 0.197 0.163
H -13.292032 -21.339429 -14.684701 -0.037 0.021 -0.041
H -11.418132 -22.923430 -15.165999 0.041 0.056 -0.098
H -12.682513 -22.855446 -16.434097 0.295 -0.084 -0.135
H -12.154773 -25.030230 -15.957426 0.058 0.014 0.000
C -13.672794 -12.649150 -11.243196 0.681 0.857 -1.059
C -13.504512 -12.967520 -12.728585 -0.674 -0.854 0.173
O -13.872930 -14.322357 -12.932989 -4.513 3.618 6.195
H -13.531111 -11.576035 -11.093934 -0.131 0.074 0.104
H -12.866300 -13.129917 -10.693046 -0.413 -0.383 0.348
H -14.692930 -12.907023 -10.973037 0.152 -0.253 0.417
H -12.484892 -12.800079 -13.087637 0.282 0.055 0.158
H -14.138362 -12.309289 -13.332778 -0.134 0.014 0.005
H -13.323442 -14.761763 -13.603506 -1.062 2.383 1.792
C -13.745827 -20.909195 -10.503370 -0.436 0.095 0.582
C -14.857145 -20.113973 -11.181605 0.945 -1.112 -0.046
O -14.277708 -19.238230 -12.151118 -0.481 0.717 0.547
H -13.077735 -21.352892 -11.236241 0.068 -0.028 0.043
H -14.173507 -21.688740 -9.866935 -0.062 -0.167 -0.246
H -13.194920 -20.282050 -9.800471 0.250 0.106 -0.292
H -15.418447 -19.602005 -10.399545 -0.202 0.347 -0.335
H -15.499213 -20.813682 -11.718739 -0.251 0.143 0.054
H -14.443517 -18.323392 -11.847493 0.064 0.155 -0.117
C -16.982238 -19.771019 -14.314357 0.347 0.432 0.385
C -16.829313 -18.305160 -13.928022 0.308 0.131 0.654
O -18.100147 -17.653166 -13.883741 0.014 -0.215 -0.388
H -17.651023 -19.892944 -15.163866 -0.098 -0.038 0.055
H -17.329168 -20.326180 -13.443536 -0.341 -0.109 -0.184
H -16.006144 -20.189400 -14.566173 0.019 0.049 -0.069
H -16.106365 -17.773157 -14.562092 -0.343 -0.067 -0.367
H -16.392217 -18.211543 -12.929981 0.035 -0.301 -0.025
H -17.932736 -16.706649 -13.895852 -0.162 -0.035 0.186
C -14.117806 -16.185060 -9.199094 -0.158 0.058 0.322
C -15.255110 -16.188826 -10.197414 0.016 -0.146 -0.762
O -14.780001 -16.553106 -11.502411 0.454 -0.113 -0.157
H -13.360976 -15.449644 -9.474133 -0.033 0.037 -0.064
H -13.632012 -17.159951 -9.143277 -0.050 -0.056 -0.128
H -14.464307 -15.943439 -8.191840 -0.062 0.058 -0.044
H -15.777254 -15.233410 -10.293926 0.212 0.174 0.275
H -16.031893 -16.925995 -9.990748 0.118 -0.078 0.325
H -14.139990 -15.873435 -11.821682 -0.623 0.142 0.169
C -10.209737 -20.961349 -17.721317 -0.129 0.473 1.309
C -10.966522 -19.928074 -16.879572 -0.251 -0.024 -1.134
O -10.478823 -19.971536 -15.562488 -0.199 0.142 0.137
O -8.819888 -20.698610 -17.589595 -0.009 -0.289 0.067
H -10.440225 -20.947468 -18.782112 -0.224 0.085 0.016
H -10.515393 -21.905949 -17.255851 0.415 -0.367 -0.401
H -12.038427 -20.150753 -16.879797 -0.023 -0.019 -0.166
H -10.812591 -18.940649 -17.333289 -0.025 0.158 0.078
H -11.164804 -19.516294 -15.034066 0.328 -0.532 0.268
H -8.674836 -20.597122 -16.637852 0.062 -0.020 -0.155
C -12.096262 -17.501669 -13.955684 0.089 0.458 0.531
C -13.203515 -16.579257 -14.451487 0.757 -1.388 -0.936
O -12.786704 -15.232609 -14.333149 5.467 -5.428 -7.545
O -12.466356 -18.863755 -14.036641 -0.145 0.773 0.023
H -11.845298 -17.201653 -12.926117 -0.394 -0.103 0.012
H -11.146157 -17.359914 -14.481879 -0.214 0.024 -0.451
H -14.109240 -16.787667 -13.880446 0.020 0.529 0.013
H -13.401507 -16.821645 -15.500445 -0.238 0.163 0.086
H -12.046682 -15.067462 -14.949370 -0.226 0.064 -0.414
H -13.196428 -18.970844 -13.382761 0.253 -0.764 -0.092
C -9.898479 -14.240602 -13.370331 1.126 -0.091 -0.521
C -9.301553 -13.722601 -14.690678 -0.960 0.078 0.345
O -8.332775 -12.704767 -14.525639 0.190 -0.749 0.003
O -9.043621 -15.227273 -12.774227 -0.056 -0.210 -0.088
H -10.840120 -14.734497 -13.601299 0.210 0.132 0.572
H -9.993433 -13.411911 -12.667628 -0.428 0.103 -0.123
H -10.134341 -13.338103 -15.289397 0.251 0.760 0.453
H -8.954112 -14.588261 -15.266476 0.636 0.016 0.333
H -7.498771 -13.170847 -14.386119 0.106 0.412 -0.063
H -8.147478 -14.876517 -12.733523 -0.032 0.046 0.093
C -10.623294 -19.536584 -11.289824 -0.749 -0.562 0.213
C -9.721355 -18.601303 -12.041065 1.105 0.035 0.622
O -9.000182 -17.777788 -11.092315 -0.486 -0.014 -0.513
O -9.922606 -20.402524 -10.390040 0.481 0.492 -0.478
H -11.164469 -20.153296 -12.013500 0.179 -0.094 0.047
H -11.397182 -19.049592 -10.684359 0.111 0.560 -0.330
H -10.225623 -17.957742 -12.762658 0.081 -0.428 0.306
H -8.950574 -19.181469 -12.560939 -0.298 -0.219 -0.242
H -8.856168 -16.970473 -11.598332 0.168 0.347 0.387
H -9.191526 -19.859883 -10.057336 -0.141 -0.250 0.143
C -11.031414 -15.870272 -17.537128 0.463 0.653 -1.162
C -11.066557 -15.064915 -18.826795 -0.102 0.555 0.275
O -9.775450 -14.476654 -18.992240 -0.040 -0.223 0.023
O -10.999748 -14.983009 -16.423758 -0.432 -0.486 -0.019
H -10.090244 -16.424154 -17.578259 -0.236 -0.517 0.207
H -11.917647 -16.497923 -17.519507 0.048 -0.148 0.472
H -11.795056 -14.256503 -18.687342 -0.182 -0.197 -0.164
H -11.345852 -15.671877 -19.691890 0.040 -0.132 0.104
H -9.774506 -13.982865 -19.816985 0.090 0.066 0.053
H -10.169918 -14.493675 -16.464167 -0.251 -0.160 -0.343
```
Positions in Å, forces in eV/Å.

F_max	0.20971	hartree/bohr
spin multiplicity	1
DFT total energy	-2391.48012	Eh
LUMO energy	0.300	eV
energy above the lowest of the compared OMol25 structures with the same formula, charge and spin	64.2	kcal/mol
HOMO-LUMO gap	9.8	eV